No. 1
{"formula": "C32H51ClI3NO8P", "method": "wB97M-V/def2-TZVPD", "total_charge": 1, "lumo_ev": -3.53, "orbital_gap_ha": 0.270, "energy_ev": -97983.71358, "symbols": ["C", "C", "C", "C", "C", "O", "C", "Cl", "C", "C", "C", "C", "C", "C", "C", "C", "C", "I", "P", "C", "C", "C", "N", "C", "I", "C", "C", "C", "I", "C", "C", "O", "H", "H", "H", "H", "H", "H", "H", "H", "H", "H", "H", "H", "H", "H", "H", "H", "H", "H", "H", "H", "H", "H", "H", "H", "H", "H", "H", "H", "H", "H", "H", "H", "H", "H", "H", "H", "H", "H", "H", "C", "C", "C", "O", "C", "O", "O", "H", "H", "H", "H", "H", "H", "C", "C", "C", "O", "C", "O", "O", "H", "H", "H", "H", "H", "H"], "positions_angstrom": [[-3.023, 1.337, -2.999], [-1.868, 1.979, -2.097], [-0.682, 0.905, -1.964], [-0.053, 1.136, -0.502], [0.218, -0.196, 0.307], [1.623, -0.271, 0.526], [2.035, -1.336, 1.355], [2.692, -0.508, 2.902], [3.318, -1.993, 0.694], [4.701, -1.410, 1.141], [5.509, -2.080, 2.185], [6.815, -1.601, 2.626], [7.369, -0.414, 1.969], [6.597, 0.279, 0.923], [5.258, -0.201, 0.495], [4.544, 0.610, -0.626], [0.857, -2.402, 1.715], [1.923, -3.522, 3.335], [0.487, -3.705, 0.393], [1.472, -5.296, 0.736], [1.119, -3.204, -1.346], [2.351, -4.047, -1.863], [-0.349, -1.686, 2.331], [-1.458, -2.530, 2.870], [-2.829, -3.681, 1.686], [-2.346, -1.730, 3.956], [-2.745, -2.669, 5.172], [-0.663, -0.349, 1.659], [-2.653, -0.092, 0.821], [-0.353, 0.908, 2.588], [-1.579, 1.671, 3.214], [-1.993, 2.811, 2.424], [-3.886, 1.002, -2.361], [-3.376, 2.043, -3.801], [-2.599, 0.419, -3.481], [-2.340, 2.210, -1.103], [-1.507, 2.929, -2.585], [0.080, 1.207, -2.740], [-1.051, -0.139, -2.119], [-0.589, 1.935, 0.076], [0.966, 1.585, -0.719], [-0.199, -1.017, -0.361], [3.399, -3.103, 0.766], [3.251, -1.761, -0.410], [5.086, -3.008, 2.656], [7.313, -2.173, 3.445], [8.383, -0.062, 2.283], [7.007, 1.176, 0.388], [4.181, 1.618, -0.263], [3.701, 0.071, -1.127], [5.288, 0.850, -1.445], [1.301, -5.951, -0.173], [2.575, -5.133, 0.797], [1.041, -5.873, 1.594], [1.397, -2.122, -1.392], [0.239, -3.418, -2.022], [2.806, -3.457, -2.716], [3.175, -4.199, -1.125], [2.049, -5.029, -2.310], [0.102, -1.378, 3.226], [-0.994, -3.314, 3.545], [-1.721, -0.892, 4.364], [-3.313, -1.382, 3.503], [-1.875, -2.928, 5.834], [-3.469, -2.091, 5.815], [-3.213, -3.602, 4.755], [0.311, 0.663, 3.474], [0.242, 1.710, 2.059], [-1.185, 2.155, 4.164], [-2.430, 1.037, 3.562], [-2.963, 2.827, 2.360], [-8.464, 0.416, -4.939], [-7.984, 0.074, -3.547], [-7.446, 1.246, -2.777], [-6.540, 0.615, -1.869], [-6.116, -0.529, -2.474], [-5.218, -1.206, -2.075], [-6.845, -0.791, -3.590], [-8.678, -0.493, -5.503], [-9.368, 1.027, -4.900], [-7.698, 0.960, -5.497], [-8.775, -0.443, -2.995], [-8.223, 1.787, -2.237], [-6.881, 1.951, -3.394], [4.326, 5.071, -1.643], [2.886, 5.476, -1.427], [2.213, 4.771, -0.283], [0.840, 4.816, -0.670], [0.819, 4.865, -2.032], [-0.163, 4.732, -2.693], [2.066, 5.082, -2.532], [4.701, 5.481, -2.582], [4.957, 5.426, -0.827], [4.423, 3.984, -1.714], [2.813, 6.564, -1.329], [2.365, 5.278, 0.670], [2.510, 3.722, -0.183]], "forces_ev_per_a": [[0.40, 0.15, 0.14], [-0.87, -0.95, -1.08], [-0.47, 2.07, 1.14], [1.41, -0.01, -0.78], [-1.76, 0.08, -0.46], [-0.67, -1.29, 0.56], [0.54, 0.19, 0.02], [-0.91, 0.31, -0.27], [1.16, 0.33, -0.89], [2.09, 0.96, 0.37], [0.26, 1.20, -0.87], [-1.80, 0.87, -1.90], [-1.78, -0.54, -0.49], [-0.85, -1.95, 0.89], [1.18, -0.82, 1.43], [0.57, 0.17, -0.30], [3.12, -0.12, -0.17], [-1.12, -0.10, 0.08], [-0.65, -1.01, -0.90], [-0.08, -0.19, -0.67], [0.63, -0.39, 0.06], [0.18, 0.57, -0.96], [0.98, 0.46, 0.80], [-1.47, -0.98, 2.75], [0.25, 0.11, -0.04], [0.20, -0.54, 0.16], [0.14, 0.45, -0.38], [0.87, 2.60, -1.67], [0.05, -0.64, 0.15], [-0.33, 0.39, 1.10], [0.59, 1.21, 1.47], [-0.27, -1.09, -0.01], [0.80, 0.39, -0.69], [0.24, -0.74, 0.84], [-0.60, 0.80, 0.14], [0.80, -0.06, -0.89], [-0.26, -1.09, 0.81], [-0.73, -0.79, 0.77], [0.34, 0.89, 0.16], [0.25, -0.99, -0.51], [-0.93, -0.59, 0.62], [1.01, 0.48, 0.69], [-0.48, 0.89, 0.28], [-0.16, -0.35, 1.24], [0.47, 1.06, -0.50], [-0.23, 0.79, -0.94], [-1.13, -0.21, -0.48], [-0.32, -1.02, 0.74], [0.20, -1.20, -0.17], [0.66, 0.50, 0.65], [-0.69, -0.33, 0.91], [0.03, 0.90, 0.82], [-0.90, -0.30, 0.27], [0.56, 0.81, -0.68], [-0.53, -0.87, 0.05], [0.89, 0.51, 0.75], [-0.44, -0.69, 0.86], [-0.83, 0.10, -0.53], [0.21, 0.83, 0.64], [-0.35, 0.04, -0.50], [0.05, 0.86, -1.28], [-0.71, -0.46, -0.42], [1.24, 0.04, 0.31], [-0.66, 0.15, -0.78], [0.58, -0.80, -0.73], [0.30, 0.86, 0.67], [-0.70, -0.22, -1.07], [-0.67, -1.15, 0.17], [-0.26, -0.76, -0.90], [0.67, 0.35, -0.71], [0.55, -0.07, -0.01], [0.21, -0.21, -0.27], [-0.58, 0.28, -0.82], [-0.28, 0.41, 0.27], [0.22, -0.41, -0.14], [0.19, -0.25, -0.03], [-0.16, 0.18, 0.04], [0.37, 0.09, 0.64], [-0.12, 0.04, 0.10], [0.03, -0.05, 0.06], [-0.01, 0.03, 0.12], [0.08, 0.06, 0.08], [0.16, -0.08, 0.15], [-0.07, -0.11, -0.11], [0.04, -0.14, -0.36], [1.02, -0.06, 0.00], [-0.05, 0.17, 0.52], [-0.02, -0.07, -0.42], [-0.30, -0.02, -0.30], [0.33, 0.06, 0.19], [-0.60, -0.07, 0.28], [0.00, 0.10, 0.12], [-0.08, 0.03, -0.02], [-0.08, 0.03, 0.08], [-0.09, -0.06, 0.08], [-0.22, -0.02, -0.04], [0.14, 0.05, -0.11]], "mulliken_charge": [-1.112, 0.161, -0.871, -0.953, -0.085, -0.609, 1.083, -0.134, 0.252, -0.688, 0.034, -0.735, -0.527, -0.685, 0.818, -1.266, -1.313, 0.297, 0.274, -1.318, 0.084, -1.359, 0.950, -1.226, 0.320, 0.162, -1.327, -0.143, 0.248, 0.033, -1.103, -0.525, 0.020, 0.409, 0.337, 0.222, 0.098, 0.210, 0.560, 0.719, -0.275, 0.229, 0.156, -0.003, 0.212, 0.372, 0.347, 0.374, 0.176, 0.143, 0.560, 0.440, 0.371, 0.373, -0.201, 0.579, 0.390, 0.301, 0.364, 1.068, 0.579, 0.049, 0.255, 0.328, 0.423, 0.293, 0.499, 0.026, 0.393, 0.404, 0.355, -1.460, 0.474, -0.466, -0.230, 0.655, -0.486, -0.357, 0.360, 0.384, 0.349, 0.251, 0.304, 0.299, -1.345, 0.451, 0.196, -0.292, 0.651, -0.577, -0.370, 0.378, 0.389, 0.239, 0.255, 0.395, -0.340]}

=====

No. 2
{"formula": "C13H29Br10N3O6", "method": "wB97M-V/def2-TZVPD", "total_charge": 0, "smiles": "C[N+](=O)[O-].C[N+](=O)[O-].C[N+](=O)[O-].BrCCBr.BrCCBr.BrCCBr.BrCCBr.BrCCBr", "lumo_ev": -0.27, "orbital_gap_ha": 0.372, "energy_ev": -731123.10331, "e_above_lowest_kj_mol": 0.0, "symbols": ["Br", "C", "C", "Br", "H", "H", "H", "H", "Br", "C", "C", "Br", "H", "H", "H", "H", "Br", "C", "C", "Br", "H", "H", "H", "H", "Br", "C", "C", "Br", "H", "H", "H", "H", "Br", "C", "C", "Br", "H", "H", "H", "H", "C", "N", "O", "O", "H", "H", "H", "C", "N", "O", "O", "H", "H", "H", "C", "N", "O", "O", "H", "H", "H"], "positions_angstrom": [[7.343, 14.582, 19.484], [7.023, 15.056, 17.595], [7.497, 13.990, 16.655], [7.207, 14.565, 14.839], [7.714, 15.929, 17.524], [5.977, 15.237, 17.474], [6.913, 13.103, 16.590], [8.522, 13.829, 16.681], [10.633, 5.498, 13.768], [10.869, 6.616, 15.361], [11.151, 8.045, 14.908], [11.454, 9.223, 16.394], [11.677, 6.135, 15.911], [10.078, 6.398, 16.064], [10.308, 8.402, 14.325], [12.084, 8.013, 14.297], [15.453, 10.999, 9.997], [13.649, 10.172, 9.873], [12.755, 11.000, 8.942], [10.988, 10.081, 8.809], [13.329, 10.161, 10.892], [13.798, 9.098, 9.626], [13.191, 11.182, 7.915], [12.661, 11.963, 9.373], [14.586, 11.188, 16.618], [13.223, 12.004, 17.736], [12.309, 12.810, 16.733], [11.086, 13.803, 17.879], [13.735, 12.596, 18.441], [12.615, 11.197, 18.188], [11.774, 12.097, 16.149], [12.836, 13.524, 16.086], [6.818, 10.427, 12.572], [8.722, 10.422, 13.198], [9.434, 11.320, 12.227], [11.287, 11.563, 12.795], [9.106, 9.410, 13.108], [8.732, 10.752, 14.262], [8.992, 12.293, 12.263], [9.543, 10.900, 11.253], [7.224, 12.492, 8.868], [6.727, 12.835, 7.560], [5.558, 12.448, 7.351], [7.486, 13.392, 6.799], [8.305, 12.436, 8.969], [6.891, 11.476, 9.094], [6.772, 13.181, 9.601], [7.512, 6.902, 11.848], [7.768, 7.651, 10.605], [8.769, 8.370, 10.637], [7.044, 7.581, 9.617], [6.725, 6.185, 11.628], [7.105, 7.595, 12.558], [8.418, 6.415, 12.124], [7.858, 8.986, 17.758], [7.121, 8.553, 16.566], [7.742, 7.726, 15.910], [6.027, 8.998, 16.386], [8.496, 8.150, 18.100], [7.218, 9.345, 18.572], [8.504, 9.815, 17.362]], "forces_ev_per_a": [[-0.19, -0.31, -0.25], [1.70, 0.38, 0.48], [-1.31, 0.49, -0.51], [-0.07, 0.67, -0.92], [-1.16, -0.43, -0.36], [-0.43, 0.50, 0.05], [-0.24, -0.83, 0.95], [1.70, -0.54, 0.49], [-0.07, 0.20, 0.27], [0.68, -0.71, 0.50], [0.46, -1.30, -0.58], [-0.17, 0.02, 0.23], [0.64, 0.40, -0.46], [-0.95, 0.69, -0.44], [0.18, 0.20, 0.09], [-0.84, 0.34, 0.43], [-0.55, -0.22, -0.21], [0.64, -0.68, -0.67], [0.92, -1.12, -0.83], [0.88, 0.62, 0.08], [-0.57, 0.35, 0.53], [-0.08, 0.95, -0.41], [-0.61, -0.74, 1.10], [-0.68, 0.87, 0.49], [0.27, -0.19, 0.06], [-1.49, -0.39, -2.27], [1.34, -0.09, 1.65], [-0.23, 0.05, -0.19], [0.33, 0.70, 0.82], [0.55, 0.57, -0.09], [-0.58, -0.25, -0.46], [-0.06, -0.31, 0.45], [0.68, -0.09, 0.47], [-0.52, -0.04, 0.13], [0.42, 0.07, 1.07], [0.19, -0.02, 0.22], [-0.34, -0.10, 0.00], [-0.05, -0.07, -0.97], [-0.13, 0.57, -0.35], [-0.37, -0.21, -0.61], [0.16, -0.93, 2.20], [-1.28, -1.05, -0.69], [1.89, 1.18, -0.32], [-0.72, 0.08, -0.26], [0.04, 0.66, -0.52], [-0.33, 0.26, -0.04], [0.26, -0.26, -0.34], [-1.49, -0.70, -0.95], [0.76, 1.26, -1.49], [-0.56, -0.44, 0.14], [0.37, -0.36, 1.47], [0.09, -0.12, -0.04], [0.23, 0.43, 0.51], [0.60, -0.07, 0.43], [1.37, 0.95, 0.65], [1.05, -1.05, 1.24], [-0.77, 0.27, -0.86], [-0.73, 0.11, -0.86], [-0.36, 0.56, -0.33], [-0.07, -0.08, -0.58], [-0.43, -0.70, 0.68]], "mulliken_charge": [-0.189, -0.556, -0.065, -0.147, 0.333, 0.427, 0.317, -0.129, -0.184, -0.664, 0.319, -0.137, 0.469, 0.315, -0.461, 0.398, -0.175, -0.454, -0.471, -0.167, 0.141, 0.386, 0.385, 0.360, -0.149, -0.695, -0.119, -0.181, 0.467, 0.297, -0.055, 0.435, -0.172, -0.205, -0.359, -0.219, -0.206, 0.573, 0.464, 0.064, -0.706, 0.906, -0.525, -0.520, 0.269, 0.281, 0.298, -0.510, 0.846, -0.370, -0.562, 0.304, 0.236, 0.058, -0.637, 0.914, -0.477, -0.524, 0.256, 0.296, 0.177]}